1.
# C14H52N20O14

A molecular structure, C14H52N20O14 in a non-equilibrium geometry (ωB97M-V/def2-TZVPD, the OMol25 dataset).

CARTESIAN COORDINATES (ANGSTROEM)
H  -0.483  -0.377  2.257
O  -1.681  3.763  1.288
H  1.749  2.052  1.078
H  -1.668  4.704  1.503
O  2.712  0.701  -1.855
H  4.913  0.976  1.743
H  0.853  0.135  4.924
H  -2.620  2.169  1.416
N  0.598  2.642  2.997
H  -2.319  0.461  1.352
H  -5.410  2.970  -3.992
N  -3.177  3.837  -3.241
O  0.883  5.537  0.267
H  0.569  -2.501  -2.452
H  1.666  2.520  -4.116
N  -2.539  -2.768  2.017
C  4.317  -0.849  1.142
N  -0.905  0.570  -1.283
O  -1.238  -0.576  0.669
N  4.708  0.430  0.925
H  0.947  -4.330  2.574
C  -0.552  3.556  0.435
H  -0.250  0.878  -1.975
H  -1.649  -2.402  -0.188
H  -3.573  -4.991  2.134
O  -0.639  -3.909  2.439
H  2.748  0.273  3.439
N  -2.965  1.231  1.246
H  -2.258  -5.887  2.735
O  0.282  -0.058  2.788
H  0.508  1.666  2.717
N  -3.069  -2.313  -3.028
H  -4.420  2.944  0.648
O  1.747  -0.136  5.159
H  0.588  -1.859  3.749
H  1.396  -1.664  2.199
N  -4.897  2.340  -3.404
O  -1.008  -3.143  -2.467
H  1.603  -1.283  -2.180
N  1.541  -2.213  -2.543
H  -5.152  1.368  -3.345
C  2.356  1.712  -2.490
H  -2.179  3.943  -3.197
C  1.553  3.433  2.487
H  1.589  -0.073  -0.764
N  -4.774  2.101  0.232
C  -2.112  -2.652  -2.161
H  2.929  3.337  0.912
N  -2.294  -2.145  -0.917
N  2.178  2.905  1.404
H  3.595  3.030  -1.551
H  4.767  0.778  -0.013
N  0.587  -3.597  0.094
H  -1.815  -2.066  2.100
H  0.745  -4.080  -3.905
C  -1.870  -3.897  2.375
H  0.450  -3.320  -0.864
O  1.751  4.621  2.781
N  1.636  1.647  -3.615
O  4.474  -1.387  2.246
H  -0.216  -3.634  0.707
N  1.602  -4.595  1.859
O  -4.152  -0.135  -0.081
H  0.729  4.357  1.903
H  0.994  -1.388  0.204
H  -0.408  2.475  0.563
N  3.862  -1.475  0.043
C  1.129  -1.145  3.123
H  2.257  -4.308  -4.767
C  -3.619  2.570  -2.986
N  1.698  -3.818  -4.087
N  0.828  -0.484  -0.217
H  -5.246  2.197  -0.653
H  -0.886  3.545  -0.609
H  1.423  0.798  -4.112
H  1.556  3.578  0.518
O  -2.989  1.647  -2.482
C  -0.470  -0.148  -0.230
H  -2.980  -1.433  -0.712
O  3.381  -2.249  -3.893
C  -4.034  0.986  0.423
O  2.752  -4.224  -0.095
N  2.750  2.946  -2.084
H  3.614  -0.918  -0.751
H  -3.785  4.401  -3.802
H  2.531  -4.706  2.242
C  1.700  -4.220  0.537
H  -3.990  -2.014  -2.776
H  0.630  6.111  0.993
H  2.338  3.715  -2.583
C  0.708  4.187  0.825
N  -2.660  -4.984  2.552
H  3.612  -2.436  0.240
C  2.310  -0.603  3.938
H  -1.895  0.623  -1.473
H  -3.481  -2.570  2.308
C  2.293  -2.709  -3.579
H  0.187  2.918  3.872
H  -2.664  -2.381  -3.952
H  3.171  -1.237  4.146

Atoms 1-2, force components in eV/Å:
0.77 0.17 -0.04
-0.16 1.34 0.15

Computed properties:
HOMO level in eV: -7.69
Relative energy (zero: lowest compared OMol25 entry of this formula, charge and spin) in kcal per mole: 212.0
Total energy in eV: -73830.0437
Gap between HOMO and LUMO in eV: 7.3

Löwdin population analysis, charges in e, atoms 1 to 4: atom 1 (H): 0.055, atom 2 (O): -0.088, atom 3 (H): 0.126, atom 4 (H): 0.102

=====

2.
# C14H52O12

12 unconnected molecules or ions with the total composition C14H52O12 in a non-equilibrium geometry (ωB97M-V/def2-TZVPD, the OMol25 dataset).

CARTESIAN COORDINATES (ANGSTROEM)
C  3.536  0.614  -2.126
H  -2.684  1.727  2.023
H  -0.706  1.486  -3.229
O  1.888  1.380  1.419
H  3.503  -2.280  2.208
H  2.859  -3.477  -0.401
H  -1.861  -4.321  1.747
H  3.461  -0.656  2.763
H  -0.829  -1.092  3.996
C  -3.111  2.202  2.909
H  -4.809  3.332  3.520
H  1.255  -1.869  -3.961
C  -4.300  3.056  2.595
H  5.503  -2.327  3.167
H  -2.001  -3.039  0.606
C  2.098  -3.559  -1.177
H  2.738  1.701  1.732
H  4.155  1.216  -3.825
H  -3.943  -1.800  -1.173
C  -0.338  -0.210  3.581
O  -1.668  3.615  -1.451
H  -1.392  2.472  3.817
H  -0.934  -0.033  2.687
H  1.761  -2.609  -1.591
H  5.399  -1.505  0.392
H  1.258  -4.150  -0.813
H  0.486  2.659  -3.889
H  3.771  -0.906  0.102
H  -5.235  -0.567  1.230
C  -1.307  -3.801  0.966
H  0.588  2.285  -2.266
O  -0.181  -3.143  1.510
H  4.077  1.384  -1.573
H  -3.380  1.332  3.512
H  4.091  -0.324  -2.175
O  -4.029  -0.212  -0.390
C  -1.131  3.587  -2.760
H  0.976  2.989  2.307
H  -1.094  -4.483  0.142
H  -0.544  0.518  -0.950
H  1.584  0.509  -4.191
H  3.520  -4.682  -1.961
H  -1.029  -1.176  -1.161
H  -3.249  -2.486  -2.339
O  -3.829  -2.658  -1.596
H  1.058  -0.138  0.414
H  -4.028  3.971  2.070
C  0.509  -1.150  -4.303
C  4.096  -1.365  2.229
O  5.247  -1.412  3.026
C  -0.163  2.412  -3.047
O  2.646  -4.397  -2.234
H  -0.197  -1.061  -3.475
C  4.576  -0.947  0.838
H  -3.827  0.558  -0.928
H  4.919  0.089  0.807
O  0.936  0.124  -4.789
O  -0.317  0.928  4.479
H  0.103  -2.441  0.916
H  -5.401  1.017  0.414
C  1.008  2.451  1.360
H  -1.108  4.219  -0.957
H  -6.062  -0.462  -0.360
O  0.569  -0.879  0.047
H  1.214  3.064  0.481
H  0.033  1.969  1.281
H  -0.050  -1.634  -5.103
H  -5.154  2.540  2.156
O  -2.078  3.039  3.455
H  -2.023  3.505  -3.382
H  -1.475  -0.265  0.288
C  -5.270  -0.055  0.269
O  3.302  1.067  -3.409
H  2.592  0.438  -1.610
C  -0.681  -0.436  -0.440
H  0.090  0.605  5.287
H  0.649  -0.578  3.299
H  -0.640  4.529  -3.009

Atoms 1-2, force components in eV/Å:
0.35 -0.28 1.02
-0.18 0.10 -0.53

Computed properties:
HOMO level in eV: -9.75
Relative energy (zero: lowest compared OMol25 entry of this formula, charge and spin) in kcal per mole: 96.3
Total energy in eV: -39926.5655
Gap between HOMO and LUMO in eV: 10.0

Löwdin population analysis, charges in e, atoms 1 to 4: atom 1 (C): -0.172, atom 2 (H): 0.088, atom 3 (H): 0.064, atom 4 (O): -0.137

=====

3.
# C14H52O19

12 unconnected molecules or ions with the total composition C14H52O19 in a non-equilibrium geometry (ωB97M-V/def2-TZVPD, the OMol25 dataset).

CARTESIAN COORDINATES (ANGSTROEM)
C  6.029  -37.332  -28.318
H  7.615  -36.916  -22.424
C  4.473  -33.922  -26.703
H  9.813  -33.557  -25.095
C  8.060  -40.378  -25.437
H  6.606  -32.109  -23.571
H  9.272  -35.525  -19.879
H  2.136  -39.084  -21.388
O  12.984  -32.339  -25.122
O  4.043  -33.337  -25.494
H  5.657  -30.076  -26.446
H  7.958  -30.119  -25.104
O  10.132  -31.679  -25.840
H  1.820  -35.511  -20.067
H  13.716  -32.631  -24.574
O  7.823  -35.768  -27.837
C  3.769  -35.647  -19.878
H  11.903  -33.870  -24.179
H  6.910  -37.995  -19.692
O  2.916  -33.572  -19.056
O  6.514  -34.044  -23.748
H  5.495  -38.561  -19.566
O  9.837  -38.270  -21.219
H  5.073  -31.021  -25.105
C  7.173  -35.300  -23.889
H  5.291  -36.605  -28.661
H  10.149  -38.929  -20.590
O  5.612  -29.150  -24.513
H  9.532  -38.787  -21.999
H  8.395  -33.290  -22.335
H  8.981  -38.401  -25.327
O  9.297  -33.207  -22.003
H  3.323  -33.881  -25.153
O  5.601  -36.804  -22.948
C  5.830  -30.281  -25.391
O  2.300  -34.850  -27.020
O  7.107  -31.284  -23.640
H  11.512  -32.227  -23.674
H  3.969  -33.757  -20.818
C  7.449  -36.892  -28.623
H  3.757  -36.059  -18.856
H  9.537  -34.115  -21.724
H  7.505  -31.777  -25.539
O  7.357  -40.018  -26.621
O  9.456  -39.514  -23.663
H  5.703  -38.270  -28.783
O  3.038  -38.751  -21.397
H  8.233  -35.054  -23.976
H  8.935  -41.023  -25.579
H  7.391  -40.970  -24.802
H  6.199  -38.343  -26.696
H  4.557  -36.226  -20.362
H  6.929  -35.865  -24.794
C  10.641  -32.972  -25.504
O  6.315  -38.656  -20.065
C  6.849  -36.176  -22.669
H  9.439  -31.788  -26.497
H  6.736  -35.517  -21.802
H  5.002  -33.975  -19.457
O  9.617  -35.554  -20.776
H  7.467  -36.571  -29.671
C  7.182  -30.877  -24.999
H  1.436  -34.638  -27.382
H  3.623  -34.414  -28.613
H  5.955  -29.526  -23.683
H  4.922  -34.909  -26.541
C  3.278  -34.043  -27.636
O  2.535  -36.018  -20.468
H  5.402  -37.374  -22.192
H  8.724  -35.896  -27.534
H  2.897  -33.049  -27.899
H  2.976  -37.870  -20.995
H  8.153  -37.724  -28.547
C  8.485  -39.143  -24.694
O  5.760  -37.515  -26.920
H  5.571  -34.204  -23.604
H  5.299  -33.385  -27.170
H  7.269  -40.813  -27.156
C  3.977  -34.141  -19.796
H  9.601  -36.507  -21.022
H  3.275  -33.282  -18.212
C  11.801  -32.834  -24.537
H  10.270  -39.318  -24.140
H  10.984  -33.459  -26.426
H  7.654  -38.646  -24.188

Atoms 1-2, force components in eV/Å:
-1.07 -0.22 1.06
0.15 -0.02 -0.23

Computed properties:
HOMO level in eV: -9.07
Relative energy (zero: lowest compared OMol25 entry of this formula, charge and spin) in kcal per mole: 37.4
Total energy in eV: -54260.0985
Gap between HOMO and LUMO in eV: 9.0

Löwdin population analysis, charges in e, atoms 1 to 4: atom 1 (C): -0.229, atom 2 (H): 0.094, atom 3 (C): -0.239, atom 4 (H): 0.099